Record 1
Formula: C24H48N3O8
Source: the Open Molecules 2025 dataset
Level of theory: ωB97M-V/def2-TZVPD

* spin multiplicity: 1
* HOMO energy: -0.38497 Ha
* Kohn-Sham gap: 0.226 Eh
* total charge: +1
* energy relative to the best compared isomer or geometry (same formula, charge and spin): 0.0 kJ/mol
* LUMO level: -4.322 eV

Bonds (Å) are listed after each position.
CARTESIAN COORDINATES (ANGSTROEM)
1 C -2.790 -4.930 -3.768  C2 1.519, H18 1.085, H19 1.084, H20 1.082
2 C -1.352 -4.445 -3.691  C1 1.519, O3 1.424, H21 1.091, H22 1.096
3 O -0.483 -5.572 -3.658  C2 1.424, C4 1.410
4 C 0.891 -5.260 -3.722  O3 1.410, C5 1.535, H23 1.086, H24 1.090
5 C 1.574 -5.617 -2.395  C4 1.535, C6 1.507, H25 1.087, H26 1.082
6 C 1.316 -4.551 -1.362  C5 1.507, C7 1.388, C14 1.408
7 C 2.106 -3.410 -1.379  C6 1.388, N8 1.347, H27 1.077
8 N 1.880 -2.419 -0.495  C7 1.347, C9 1.335, H28 1.018
9 C 0.914 -2.454 0.427  N8 1.335, C10 1.502, C13 1.390
10 C 0.767 -1.262 1.328  C9 1.502, O11 1.405, H29 1.092, H30 1.087
11 O 1.134 -0.083 0.657  C10 1.405, C12 1.426
12 C 0.340 0.183 -0.497  O11 1.426, H31 1.084, H32 1.091, H33 1.091
13 C 0.110 -3.584 0.511  C9 1.390, C14 1.385, H34 1.077
14 C 0.311 -4.626 -0.380  C6 1.408, C13 1.385, C15 1.495
15 C -0.585 -5.821 -0.333  C14 1.495, O16 1.183, O17 1.330
16 O -1.731 -5.732 -0.615  C15 1.183
17 O 0.016 -6.944 0.053  C15 1.330, H35 0.972
18 H -2.779 -6.014 -3.734  C1 1.085
19 H -3.358 -4.600 -2.906  C1 1.084
20 H -3.294 -4.602 -4.668  C1 1.082
21 H -1.091 -3.788 -4.522  C2 1.091
22 H -1.222 -3.849 -2.779  C2 1.096
23 H 1.328 -5.862 -4.513  C4 1.086
24 H 1.035 -4.202 -3.944  C4 1.090
25 H 2.647 -5.687 -2.554  C5 1.087
26 H 1.212 -6.575 -2.046  C5 1.082
27 H 2.905 -3.263 -2.085  C7 1.077
28 H 2.443 -1.572 -0.527  N8 1.018
29 H -0.267 -1.176 1.667  C10 1.092
30 H 1.366 -1.371 2.228  C10 1.087
31 H 0.570 1.195 -0.810  C12 1.084
32 H 0.569 -0.469 -1.340  C12 1.091
33 H -0.733 0.148 -0.302  C12 1.091
34 H -0.664 -3.644 1.258  C13 1.077
35 H -0.694 -7.534 0.357  O17 0.972
36 C -6.995 1.885 3.989  O37 1.416, H45 1.088, H46 1.096, H47 1.093
37 O -6.359 0.722 4.487  C36 1.416, C38 1.419
38 C -6.045 -0.255 3.507  O37 1.419, C39 1.516, H48 1.094, H49 1.093
39 C -4.554 -0.325 3.243  C38 1.516, N40 1.457, H50 1.096, H51 1.098
40 N -4.068 0.861 2.550  C39 1.457, C41 1.457, H52 1.010
41 C -2.619 1.001 2.497  N40 1.457, C42 1.530, H53 1.093, H54 1.099
42 C -1.839 1.076 3.811  C41 1.530, O43 1.408, H55 1.095, H56 1.098
43 O -2.040 2.266 4.535  C42 1.408, C44 1.418
44 C -3.218 2.323 5.324  O43 1.418, H57 1.092, H58 1.092, H59 1.089
45 H -7.389 2.430 4.845  C36 1.088
46 H -6.298 2.544 3.459  C36 1.096
47 H -7.823 1.632 3.323  C36 1.093
48 H -6.604 -0.082 2.582  C38 1.094
49 H -6.362 -1.219 3.912  C38 1.093
50 H -4.347 -1.206 2.627  C39 1.096
51 H -4.062 -0.472 4.213  C39 1.098
52 H -4.457 1.684 2.990  N40 1.010
53 H -2.409 1.921 1.945  C41 1.093
54 H -2.213 0.177 1.895  C41 1.099
55 H -0.775 1.075 3.549  C42 1.095
56 H -1.997 0.199 4.452  C42 1.098
57 H -3.472 1.349 5.748  C44 1.092
58 H -4.065 2.711 4.754  C44 1.092
59 H -3.028 3.018 6.140  C44 1.089
60 C 6.779 3.359 -1.775  O61 1.413, H69 1.089, H70 1.097, H71 1.093
61 O 6.219 4.378 -0.973  C60 1.413, C62 1.424
62 C 5.921 5.586 -1.667  O61 1.424, C63 1.514, H72 1.094, H73 1.093
63 C 4.430 5.782 -1.841  C62 1.514, N64 1.458, H74 1.094, H75 1.098
64 N 3.865 4.825 -2.784  C63 1.458, C65 1.460, H76 1.010
65 C 2.406 4.767 -2.809  N64 1.460, C66 1.526, H77 1.093, H78 1.094
66 C 1.657 4.416 -1.527  C65 1.526, O67 1.422, H79 1.092, H80 1.095
67 O 1.803 3.069 -1.096  C66 1.422, C68 1.418
68 C 3.000 2.786 -0.390  O67 1.418, H81 1.091, H82 1.094, H83 1.092
69 H 7.177 2.599 -1.104  C60 1.089
70 H 6.034 2.885 -2.425  C60 1.097
71 H 7.596 3.741 -2.393  C60 1.093
72 H 6.442 5.626 -2.627  C62 1.094
73 H 6.300 6.404 -1.048  C62 1.093
74 H 4.249 6.795 -2.211  C63 1.094
75 H 3.975 5.704 -0.845  C63 1.098
76 H 4.225 3.904 -2.576  N64 1.010
77 H 2.130 4.025 -3.563  C65 1.093
78 H 2.032 5.731 -3.166  C65 1.094
79 H 0.591 4.535 -1.738  C66 1.092
80 H 1.886 5.101 -0.704  C66 1.095
81 H 3.321 3.629 0.224  C68 1.091
82 H 3.807 2.495 -1.068  C68 1.094
83 H 2.800 1.937 0.267  C68 1.092

These are the Mulliken partial charges, in e, on atoms 1 to 6: -1.27 0.14 -0.41 -0.57 -1.16 0.63

---

Record 2
Formula: C24H48O24
Source: the Open Molecules 2025 dataset
Level of theory: ωB97M-V/def2-TZVPD

* spin multiplicity: 1
* HOMO energy: -0.38284 Ha
* Kohn-Sham gap: 0.396 Eh
* energy relative to the best compared isomer or geometry (same formula, charge and spin): 521.8 kJ/mol
* LUMO level: 0.364 eV
* structure (SMILES): COC(=O)OC.COC(=O)OC.COC(=O)OC.COC(=O)OC.COC(=O)OC.COC(=O)OC.COC(=O)OC.COC(=O)OC

Bonds (Å) are listed after each position.
CARTESIAN COORDINATES (ANGSTROEM)
1 C 0.037 -2.084 -6.343  O2 1.379, H7 1.090, H8 1.090, H9 1.090
2 O 0.831 -2.292 -7.451  C1 1.379, C3 1.391
3 C 0.410 -3.204 -8.413  O2 1.391, O4 1.194, O5 1.340
4 O -0.622 -3.804 -8.393  C3 1.194
5 O 1.426 -3.596 -9.194  C3 1.340, C6 1.497
6 C 1.336 -4.881 -9.956  O5 1.497, H10 1.090, H11 1.090, H12 1.090
7 H -0.876 -1.521 -6.535  C1 1.090
8 H 0.724 -1.598 -5.650  C1 1.090
9 H -0.182 -3.033 -5.852  C1 1.090
10 H 1.728 -5.632 -9.270  C6 1.090
11 H 2.048 -4.713 -10.763  C6 1.090
12 H 0.405 -5.207 -10.420  C6 1.090
13 C -8.534 -1.771 0.622  O14 1.417, H19 1.090, H20 1.090, H21 1.090
14 O -9.280 -2.839 1.179  C13 1.417, C15 1.296
15 C -10.352 -3.219 0.559  O14 1.296, O16 1.235, O17 1.308
16 O -10.779 -2.667 -0.460  C15 1.235
17 O -11.038 -4.139 1.187  C15 1.308, C18 1.463
18 C -12.464 -4.302 0.903  O17 1.463, H22 1.090, H23 1.090, H24 1.090
19 H -7.566 -1.751 1.122  C13 1.090
20 H -8.944 -0.762 0.658  C13 1.090
21 H -8.105 -1.985 -0.357  C13 1.090
22 H -12.673 -4.690 -0.094  C18 1.090
23 H -13.016 -3.367 1.000  C18 1.090
24 H -12.874 -4.986 1.646  C18 1.090
25 C -0.507 17.813 3.600  O26 1.516, H31 1.090, H32 1.090, H33 1.090
26 O -0.922 16.504 2.956  C25 1.516, C27 1.292
27 C -1.215 15.439 3.626  O26 1.292, O28 1.239, O29 1.290
28 O -0.839 15.130 4.765  C27 1.239
29 O -1.953 14.674 2.895  C27 1.290, C30 1.397
30 C -2.322 13.409 3.357  O29 1.397, H34 1.090, H35 1.090, H36 1.090
31 H 0.567 17.987 3.528  C25 1.090
32 H -0.651 17.595 4.658  C25 1.090
33 H -1.140 18.693 3.493  C25 1.090
34 H -3.078 13.013 2.680  C30 1.090
35 H -2.642 13.361 4.398  C30 1.090
36 H -1.552 12.643 3.259  C30 1.090
37 C 4.540 7.343 -1.661  O38 1.459, H43 1.090, H44 1.090, H45 1.090
38 O 4.834 6.245 -2.574  C37 1.459, C39 1.293
39 C 5.832 5.474 -2.289  O38 1.293, O40 1.275, O41 1.328
40 O 6.699 5.544 -1.358  C39 1.275
41 O 5.663 4.523 -3.201  C39 1.328, C42 1.388
42 C 6.617 3.538 -3.412  O41 1.388, H46 1.090, H47 1.090, H48 1.090
43 H 3.472 7.548 -1.589  C37 1.090
44 H 5.148 8.234 -1.820  C37 1.090
45 H 4.646 7.103 -0.603  C37 1.090
46 H 6.639 3.008 -2.460  C42 1.090
47 H 7.649 3.886 -3.468  C42 1.090
48 H 6.271 2.745 -4.075  C42 1.090
49 C 1.732 -0.753 1.533  O50 1.403, H55 1.090, H56 1.090, H57 1.090
50 O 1.677 0.507 0.919  C49 1.403, C51 1.370
51 C 0.582 1.326 0.997  O50 1.370, O52 1.237, O53 1.332
52 O -0.516 1.114 1.526  C51 1.237
53 O 0.825 2.411 0.263  C51 1.332, C54 1.450
54 C -0.292 3.316 0.068  O53 1.450, H58 1.090, H59 1.090, H60 1.090
55 H 1.322 -0.692 2.541  C49 1.090
56 H 2.779 -1.055 1.545  C49 1.090
57 H 1.118 -1.475 0.996  C49 1.090
58 H -0.414 3.981 0.922  C54 1.090
59 H -1.268 2.836 -0.007  C54 1.090
60 H -0.060 3.984 -0.761  C54 1.090
61 C 5.973 -10.626 -5.387  O62 1.390, H67 1.090, H68 1.090, H69 1.090
62 O 5.460 -9.334 -5.393  C61 1.390, C63 1.335
63 C 5.789 -8.488 -4.414  O62 1.335, O64 1.246, O65 1.304
64 O 6.347 -8.747 -3.330  C63 1.246
65 O 5.373 -7.321 -4.820  C63 1.304, C66 1.431
66 C 5.378 -6.182 -3.954  O65 1.431, H70 1.090, H71 1.090, H72 1.090
67 H 7.058 -10.575 -5.485  C61 1.090
68 H 5.610 -11.180 -6.253  C61 1.090
69 H 5.696 -11.103 -4.448  C61 1.090
70 H 4.408 -6.110 -3.464  C66 1.090
71 H 5.566 -5.324 -4.600  C66 1.090
72 H 6.169 -6.239 -3.206  C66 1.090
73 C -3.735 -7.707 -2.345  O74 1.414, H79 1.090, H80 1.090, H81 1.090
74 O -4.251 -7.326 -1.086  C73 1.414, C75 1.358
75 C -3.427 -6.567 -0.317  O74 1.358, O76 1.218, O77 1.344
76 O -2.471 -5.916 -0.698  C75 1.218
77 O -3.868 -6.683 0.946  C75 1.344, C78 1.464
78 C -3.368 -5.765 1.971  O77 1.464, H82 1.090, H83 1.090, H84 1.090
79 H -2.921 -8.418 -2.200  C73 1.090
80 H -3.526 -6.798 -2.910  C73 1.090
81 H -4.439 -8.365 -2.855  C73 1.090
82 H -4.169 -5.117 2.326  C78 1.090
83 H -2.526 -5.162 1.631  C78 1.090
84 H -2.885 -6.200 2.845  C78 1.090
85 C 0.627 -1.769 9.939  O86 1.405, H91 1.090, H92 1.090, H93 1.090
86 O 1.706 -1.185 10.623  C85 1.405, C87 1.271
87 C 2.754 -0.751 10.050  O86 1.271, O88 1.225, O89 1.291
88 O 3.102 -0.936 8.891  C87 1.225
89 O 3.301 0.009 10.939  C87 1.291, C90 1.456
90 C 4.587 0.647 10.699  O89 1.456, H94 1.090, H95 1.090, H96 1.090
91 H 0.933 -2.748 9.569  C85 1.090
92 H 0.215 -1.318 9.036  C85 1.090
93 H -0.134 -1.990 10.688  C85 1.090
94 H 5.352 -0.121 10.582  C90 1.090
95 H 4.914 1.168 11.599  C90 1.090
96 H 4.522 1.334 9.855  C90 1.090

These are the Mulliken partial charges, in e, on atoms 1 to 6: -0.63 -0.29 0.74 -0.53 -0.33 -0.59

---

Record 3
Formula: C24H48O8
Source: the Open Molecules 2025 dataset
Level of theory: ωB97M-V/def2-TZVPD

* spin multiplicity: 1
* HOMO energy: -0.35002 Ha
* Kohn-Sham gap: 0.366 Eh
* energy relative to the best compared isomer or geometry (same formula, charge and spin): 509.4 kJ/mol
* LUMO level: 0.427 eV
* structure (SMILES): CCOC(=O)OC.C1CCOC1.C1CCOC1.C1CCOC1.C1CCOC1.C1CCOC1

Bonds (Å) are listed after each position.
CARTESIAN COORDINATES (ANGSTROEM)
1 C -1.534 7.146 4.421  C2 1.514, H8 1.090, H9 1.090, H10 1.090
2 C -1.240 8.222 3.399  C1 1.514, O3 1.401, H11 1.090, H12 1.090
3 O -1.587 7.833 2.098  C2 1.401, C4 1.356
4 C -1.623 8.669 1.032  O3 1.356, O5 1.207, O6 1.291
5 O -1.368 9.845 1.117  C4 1.207
6 O -1.861 7.968 -0.026  C4 1.291, C7 1.422
7 C -1.629 8.460 -1.340  O6 1.422, H13 1.090, H14 1.090, H15 1.090
8 H -2.610 7.083 4.582  C1 1.090
9 H -0.972 7.386 5.324  C1 1.090
10 H -1.012 6.277 4.019  C1 1.090
11 H -0.192 8.510 3.480  C2 1.090
12 H -1.774 9.135 3.663  C2 1.090
13 H -2.051 7.696 -1.994  C7 1.090
14 H -0.576 8.438 -1.622  C7 1.090
15 H -2.060 9.416 -1.635  C7 1.090
16 C -0.778 -7.363 4.283  C17 1.468, C20 1.552, H21 1.090, H22 1.090
17 C -1.202 -8.527 5.070  C16 1.468, C18 1.484, H23 1.090, H24 1.090
18 C -0.052 -8.720 5.988  C17 1.484, O19 1.415, H25 1.090, H26 1.090
19 O 1.047 -8.567 5.110  C18 1.415, C20 1.408
20 C 0.704 -7.744 4.021  C16 1.552, O19 1.408, H27 1.090, H28 1.090
21 H -0.881 -6.426 4.831  C16 1.090
22 H -1.164 -7.195 3.278  C16 1.090
23 H -1.144 -9.460 4.510  C17 1.090
24 H -2.174 -8.486 5.562  C17 1.090
25 H 0.140 -9.655 6.514  C18 1.090
26 H -0.236 -7.949 6.736  C18 1.090
27 H 0.771 -8.387 3.143  C20 1.090
28 H 1.295 -6.828 4.012  C20 1.090
29 C 1.335 0.952 0.927  C30 1.537, C33 1.518, H34 1.090, H35 1.090
30 C 0.067 0.915 1.795  C29 1.537, C31 1.456, H36 1.090, H37 1.090
31 C 0.556 0.538 3.114  C30 1.456, O32 1.401, H38 1.090, H39 1.090
32 O 1.801 1.174 3.198  C31 1.401, C33 1.408
33 C 2.249 1.618 1.939  C29 1.518, O32 1.408, H40 1.090, H41 1.090
34 H 1.230 1.717 0.158  C29 1.090
35 H 1.750 -0.002 0.602  C29 1.090
36 H -0.621 0.255 1.266  C30 1.090
37 H -0.440 1.861 1.986  C30 1.090
38 H 0.622 -0.546 3.022  C31 1.090
39 H -0.080 0.932 3.907  C31 1.090
40 H 3.301 1.504 1.678  C33 1.090
41 H 2.125 2.689 1.777  C33 1.090
42 C 7.214 -2.697 -4.136  C43 1.517, C46 1.531, H47 1.090, H48 1.090
43 C 8.157 -2.208 -5.219  C42 1.517, C44 1.515, H49 1.090, H50 1.090
44 C 7.847 -0.734 -5.374  C43 1.515, O45 1.443, H51 1.090, H52 1.090
45 O 7.276 -0.272 -4.132  C44 1.443, C46 1.421
46 C 7.188 -1.417 -3.296  C42 1.531, O45 1.421, H53 1.090, H54 1.090
47 H 7.750 -3.459 -3.570  C42 1.090
48 H 6.178 -2.913 -4.399  C42 1.090
49 H 7.911 -2.754 -6.130  C43 1.090
50 H 9.200 -2.384 -4.955  C43 1.090
51 H 7.093 -0.567 -6.144  C44 1.090
52 H 8.736 -0.155 -5.625  C44 1.090
53 H 6.361 -1.329 -2.592  C46 1.090
54 H 8.093 -1.440 -2.688  C46 1.090
55 C -6.449 4.102 2.473  C56 1.534, C59 1.583, H60 1.090, H61 1.090
56 C -7.573 5.135 2.319  C55 1.534, C57 1.481, H62 1.090, H63 1.090
57 C -8.718 4.283 1.923  C56 1.481, O58 1.425, H64 1.090, H65 1.090
58 O -8.516 3.087 2.673  C57 1.425, C59 1.406
59 C -7.172 2.775 2.942  C55 1.583, O58 1.406, H66 1.090, H67 1.090
60 H -5.740 4.549 3.170  C55 1.090
61 H -5.895 3.902 1.556  C55 1.090
62 H -7.345 5.784 1.473  C56 1.090
63 H -7.843 5.519 3.303  C56 1.090
64 H -8.672 3.995 0.873  C57 1.090
65 H -9.635 4.791 2.222  C57 1.090
66 H -6.686 2.043 2.297  C59 1.090
67 H -6.921 2.700 4.000  C59 1.090
68 C 0.510 -3.799 -6.162  C69 1.498, C72 1.519, H73 1.090, H74 1.090
69 C 1.221 -4.020 -7.462  C68 1.498, C70 1.552, H75 1.090, H76 1.090
70 C 1.197 -5.553 -7.705  C69 1.552, O71 1.423, H77 1.090, H78 1.090
71 O 0.203 -6.055 -6.819  C70 1.423, C72 1.392
72 C 0.100 -5.196 -5.728  C68 1.519, O71 1.392, H79 1.090, H80 1.090
73 H -0.285 -3.074 -6.340  C68 1.090
74 H 1.077 -3.291 -5.382  C68 1.090
75 H 2.257 -3.693 -7.560  C69 1.090
76 H 0.731 -3.373 -8.189  C69 1.090
77 H 2.172 -5.957 -7.430  C70 1.090
78 H 1.052 -5.850 -8.744  C70 1.090
79 H 0.740 -5.628 -4.959  C72 1.090
80 H -0.948 -5.231 -5.433  C72 1.090

These are the Mulliken partial charges, in e, on atoms 1 to 6: -1.08 -0.31 -0.21 0.69 -0.56 -0.29